Record 1
Entry from the Open Molecules 2025 dataset: C46H51BrN3S5ScSi4Te as an isolated structure at a distorted geometry (wB97M-V/def2-TZVPD).

Output
DFT total energy in eV: -236730.73578
Kohn-Sham gap (alpha / beta) in eV: 3.1071 / 3.1859
Net charge: -2
HOMO energy (alpha / beta) in eV: 0.4 / 0.4
Largest force on an atom in Eh/bohr: 0.0289

Cartesian coordinates (Å):
Sc -1.70 0.05 -1.25
S -3.70 -1.79 -1.84
C -2.30 -2.73 -1.96
C -2.35 -4.02 -2.52
C -1.19 -4.73 -2.72
C 0.02 -4.15 -2.33
C -0.01 -2.91 -1.74
N -1.12 -2.19 -1.54
H -3.31 -4.40 -2.81
H -1.22 -5.71 -3.17
H 0.96 -4.67 -2.47
H 0.92 -2.43 -1.42
S 1.50 0.52 -1.20
C 1.71 2.22 -0.78
C 2.90 2.86 -1.08
C 3.09 4.19 -0.76
C 2.07 4.89 -0.14
C 0.89 4.26 0.17
C 0.67 2.92 -0.15
S -0.84 2.21 0.25
H 3.69 2.31 -1.57
H 4.03 4.67 -1.01
H 2.20 5.94 0.12
H 0.08 4.78 0.67
S -2.48 -2.97 3.82
C -2.58 -3.27 5.53
C -3.21 -2.25 6.18
C -3.63 -1.22 5.33
C -3.31 -1.43 4.00
C -3.54 -0.58 2.89
C -2.86 -0.76 1.68
N -2.94 0.02 0.62
C -3.85 1.07 0.65
C -4.63 1.31 1.83
C -5.57 2.38 1.81
C -5.73 3.16 0.72
C -4.94 2.98 -0.46
C -5.05 3.79 -1.56
C -4.24 3.58 -2.69
C -3.33 2.50 -2.61
N -3.20 1.69 -1.58
C -3.99 1.90 -0.47
C -4.34 4.37 -3.87
C -3.63 4.30 -5.05
C -4.05 5.21 -6.03
C -5.08 6.01 -5.62
S -5.55 5.64 -3.99
C -4.45 0.51 2.94
H -2.14 -4.16 5.92
H -3.37 -2.25 7.25
H -4.11 -0.32 5.69
H -2.17 -1.61 1.61
H -6.16 2.54 2.70
H -6.45 3.97 0.72
H -5.76 4.61 -1.57
H -2.68 2.30 -3.45
H -2.82 3.61 -5.21
H -3.61 5.28 -7.01
H -5.60 6.78 -6.15
H -5.02 0.70 3.84
Br -0.59 1.12 -8.14
C -0.74 0.80 -6.24
C -0.17 1.69 -5.35
C -0.28 1.44 -3.99
C -0.98 0.34 -3.44
C -1.53 -0.51 -4.42
C -1.42 -0.31 -5.79
H 0.36 2.56 -5.71
H 0.19 2.16 -3.33
H -2.10 -1.39 -4.12
H -1.87 -1.00 -6.49
C 4.01 -4.33 3.13
Si 2.44 -3.49 2.40
C 1.72 -4.74 1.14
C 1.18 -3.37 3.83
Si 2.83 -1.34 1.47
Te 0.54 -0.34 0.83
Si 4.68 -1.57 -0.05
C 4.45 -2.95 -1.37
C 6.29 -2.02 0.90
C 5.17 -0.02 -1.07
Si 3.39 0.20 3.24
C 1.84 0.55 4.31
C 3.92 1.89 2.50
C 4.76 -0.35 4.47
H 3.76 -5.25 3.67
H 4.50 -3.66 3.83
H 4.72 -4.58 2.36
H 1.34 -5.64 1.62
H 2.46 -5.05 0.40
H 0.90 -4.28 0.60
H 0.69 -4.32 4.04
H 0.40 -2.66 3.57
H 1.65 -3.03 4.75
H 4.37 -3.93 -0.91
H 5.27 -2.98 -2.08
H 3.54 -2.78 -1.93
H 6.17 -2.93 1.48
H 6.56 -1.23 1.59
H 7.14 -2.17 0.23
H 4.32 0.31 -1.65
H 5.99 -0.22 -1.76
H 5.47 0.80 -0.42
H 1.05 0.94 3.68
H 2.02 1.27 5.11
H 1.47 -0.36 4.77
H 3.20 2.20 1.75
H 4.89 1.84 2.01
H 3.97 2.68 3.25
H 4.47 -1.25 4.99
H 4.97 0.41 5.22
H 5.69 -0.56 3.96


Record 2
Entry from the Open Molecules 2025 dataset: C46H51F9N2O2P2ReSi as an isolated structure at a distorted geometry (wB97M-V/def2-TZVPD).

Output
2S+1: 4
DFT total energy in eV: -108643.93962
Kohn-Sham gap (alpha / beta) in eV: 4.8493 / 5.4433
Net charge: 0
HOMO energy (alpha / beta) in eV: -5.2 / -5.8
Largest force on an atom in Eh/bohr: 0.0671

Cartesian coordinates (Å):
Re -1.48 0.29 -0.83
N -3.53 1.33 -0.78
C -4.15 1.23 0.56
C -2.95 1.41 1.48
O -3.08 1.79 2.67
O -1.77 1.39 0.87
H -3.24 2.31 -0.88
H -4.14 0.96 -1.56
H -4.70 0.29 0.72
H -4.82 2.08 0.76
C 0.52 0.88 -0.91
Si 1.22 2.64 -0.59
C 3.18 3.02 -0.61
N 3.85 2.08 0.23
C 4.02 0.68 -0.29
C 5.49 0.23 -0.46
C 6.38 0.59 0.78
C 5.80 1.69 1.71
C 5.08 2.68 0.81
C 0.60 3.55 -2.13
C 0.37 2.95 -3.39
C -0.33 3.57 -4.35
C -0.68 4.92 -4.25
C -0.29 5.62 -3.18
C 0.30 4.96 -2.06
C 0.50 3.39 0.97
C -0.62 4.20 1.03
C -0.95 4.85 2.23
C -0.19 4.70 3.35
C 0.90 3.81 3.31
C 1.17 3.10 2.17
H 1.08 0.19 -0.23
H 0.81 0.58 -1.90
H 3.37 4.04 -0.25
H 3.49 3.00 -1.67
H 3.57 0.72 -1.27
H 3.52 -0.02 0.40
H 5.85 0.62 -1.43
H 5.49 -0.86 -0.50
H 7.38 0.87 0.37
H 6.64 -0.31 1.36
H 6.57 2.20 2.32
H 5.06 1.27 2.42
H 5.72 3.05 -0.01
H 4.77 3.64 1.39
H 0.81 1.98 -3.56
H -0.59 2.98 -5.21
H -1.03 5.42 -5.15
H -0.46 6.65 -3.22
H 0.77 5.54 -1.33
H -1.21 4.42 0.09
H -1.81 5.48 2.33
H -0.44 5.31 4.21
H 1.44 3.54 4.22
H 1.99 2.40 2.17
F 0.49 -5.84 -3.99
C 0.95 -6.20 -2.74
F 0.47 -7.49 -2.57
F 2.27 -6.34 -2.85
C 0.62 -5.16 -1.68
C 1.41 -3.99 -1.58
C 0.97 -2.96 -0.76
C -0.24 -3.12 -0.11
C -0.93 -4.33 -0.06
C -0.53 -5.39 -0.92
P -0.83 -1.54 0.62
C 0.59 -1.16 1.80
C 1.52 -2.16 2.14
C 2.53 -1.79 3.03
C 2.54 -0.54 3.66
C 1.48 0.39 3.46
C 0.61 0.14 2.37
C 3.50 -0.33 4.77
F 3.90 -1.51 5.36
F 4.68 0.32 4.32
F 2.98 0.46 5.78
C -2.22 -2.11 1.70
C -1.98 -2.20 3.07
C -3.03 -2.68 3.89
C -4.25 -3.04 3.34
C -4.48 -3.05 1.93
C -3.43 -2.62 1.09
C -5.38 -3.24 4.31
F -5.17 -4.32 5.22
F -5.59 -2.17 5.18
F -6.58 -3.48 3.71
H 2.32 -3.89 -2.17
H 1.45 -1.96 -0.85
H -1.70 -4.42 0.66
H -1.09 -6.34 -1.04
H 1.45 -3.22 1.80
H 3.39 -2.42 3.26
H 1.42 1.32 4.09
H -0.25 0.80 2.15
H -1.02 -1.88 3.42
H -2.96 -2.68 4.98
H -5.30 -3.58 1.39
H -3.68 -2.63 0.03
C -1.64 -0.21 -2.84
H -0.81 -0.94 -2.84
H -1.39 0.62 -3.47
C -1.80 -2.36 -4.84
P -2.82 -1.25 -3.84
C -4.09 -2.11 -2.82
C -3.80 -0.29 -5.00
H -2.31 -2.93 -5.61
H -1.34 -3.08 -4.18
H -0.93 -1.84 -5.27
H -4.86 -2.43 -3.51
H -4.46 -1.48 -1.96
H -3.61 -3.04 -2.40
H -3.39 -0.13 -6.01
H -4.04 0.65 -4.54
H -4.83 -0.75 -5.04